{"formula": "C4H9NO2", "method": "wB97M-V/def2-TZVPD", "elements": ["C", "C", "C", "O", "N", "C", "O", "H", "H", "H", "H", "H", "H", "H", "H", "H"], "positions_angstrom": [[-1.053, 1.204, -0.547], [-0.886, 0.279, 0.603], [-1.314, -1.122, 0.543], [-0.069, -1.546, 0.982], [1.474, 0.687, 0.224], [2.118, -0.213, -0.444], [1.691, -1.414, -0.637], [-0.582, 2.175, -0.388], [-2.143, 1.334, -0.665], [-0.681, 0.763, -1.475], [-0.715, 0.680, 1.594], [-2.119, -1.380, 1.244], [-1.600, -1.457, -0.467], [0.804, -1.554, 0.094], [1.982, 1.567, 0.248], [3.094, -0.001, -0.908]], "relative_energy_ev": 4.380, "orbital_gap_ev": 8.63}